1.
Here is 2 unconnected molecules or ions with the total composition C2H6P2S4 in a non-equilibrium geometry from OMol25. Energies are from ωB97M-V/def2-TZVPD.

- HOMO: -0.3150 hartree
- Relative energy (zero: lowest compared OMol25 entry of this formula, charge and spin): 48.3 kJ/mol
- Max |F|: 2.809 eV/A
- SMILES: CSP=S.CSP=S
- LUMO level: -1.38 eV
- E: -2355.26611 Eh

Cartesian coordinates (Å):
C: -0.84 2.74 -0.43
S: -0.01 1.19 -0.05
P: 1.74 1.84 0.94
S: 2.69 0.26 1.56
H: -0.74 3.01 -1.41
H: -0.52 3.43 0.29
H: -1.80 2.61 -0.10
C: 1.73 -3.09 0.72
S: 1.08 -3.23 -1.01
P: 2.17 -1.57 -1.73
S: 1.74 -1.42 -3.61
H: 2.05 -2.06 0.80
H: 2.36 -3.84 1.14
H: 0.84 -3.15 1.25

***

2.
Here is 2 unconnected molecules or ions with the total composition C2H6S2 in a non-equilibrium geometry from OMol25. Energies are from ωB97M-V/def2-TZVPD.

- HOMO: -0.3361 hartree
- Relative energy (zero: lowest compared OMol25 entry of this formula, charge and spin): 137.4 kJ/mol
- Max |F|: 1.743 eV/A
- SMILES: C=C.SS
- LUMO level: -0.01 eV
- E: -876.11814 Eh

Cartesian coordinates (Å):
C: 1.31 0.48 -1.47
C: 1.46 -0.30 -0.40
H: 1.53 0.17 -2.48
H: 0.87 1.47 -1.34
H: 1.71 -1.35 -0.48
H: 1.44 0.16 0.58
S: -1.73 0.08 2.42
S: -2.46 0.27 0.38
H: -2.82 -0.67 2.72
H: -1.31 -0.32 0.04

***

3.
Here is a single C2H6S2 molecule in a non-equilibrium geometry from OMol25. Energies are from ωB97M-V/def2-TZVPD.

- HOMO: -0.3171 hartree
- Relative energy (zero: lowest compared OMol25 entry of this formula, charge and spin): 63.0 kJ/mol
- Max |F|: 1.675 eV/A
- SMILES: CSCS
- LUMO level: 0.88 eV
- E: -876.14647 Eh

Cartesian coordinates (Å):
C: -1.32 -0.02 -0.62
S: -0.35 1.10 0.39
C: 0.79 -0.10 0.99
S: 2.09 -0.26 -0.26
H: -0.59 -0.81 -0.91
H: -1.62 0.46 -1.57
H: -2.22 -0.42 -0.10
H: 1.07 0.29 1.93
H: 0.33 -1.04 1.16
H: 1.83 0.80 -1.02

***

4.
Here is a gas-phase ion, C2H6S2 (charge +1) in a non-equilibrium geometry from OMol25. Energies are from ωB97M-V/def2-TZVPD.

- HOMO (spin up / spin down): -0.5654 / -0.5929 hartree
- Relative energy (zero: lowest compared OMol25 entry of this formula, charge and spin): 113.1 kJ/mol
- Max |F|: 3.208 eV/A
- Charge: +1
- LUMO level (spin up / spin down): -4.82 / -8.35 eV
- Multiplicity: 2
- E: -875.82783 Eh

Cartesian coordinates (Å):
C: -0.87 0.71 0.94
C: -0.52 -0.20 -0.30
S: 1.08 0.31 -1.04
S: 2.26 -1.18 -0.44
H: -2.04 0.77 0.91
H: -0.35 1.75 0.71
H: -0.40 0.26 1.79
H: -1.37 -0.12 -0.97
H: -0.65 -1.16 0.04
H: 2.85 -1.16 -1.64

***

5.
Here is a single C2H6S3 molecule in a non-equilibrium geometry from OMol25. Energies are from ωB97M-V/def2-TZVPD.

- HOMO: -0.3331 hartree
- Relative energy (zero: lowest compared OMol25 entry of this formula, charge and spin): 67.3 kJ/mol
- Max |F|: 2.971 eV/A
- SMILES: SCSCS
- LUMO level: 0.58 eV
- E: -1274.31071 Eh

Cartesian coordinates (Å):
S: -0.81 -2.52 0.15
C: -0.16 -1.23 -1.09
S: 1.29 -0.16 -0.57
C: 0.69 1.09 0.51
S: -0.80 1.77 -0.03
H: -0.40 -2.10 1.40
H: 0.10 -1.78 -2.10
H: -0.97 -0.53 -1.35
H: 0.57 0.80 1.63
H: 1.34 1.98 0.51
H: -0.86 2.68 0.93

***

6.
Here is 2 unconnected molecules or ions with the total composition C2H6Se in a non-equilibrium geometry from OMol25. Energies are from ωB97M-V/def2-TZVPD.

- HOMO: -0.2964 hartree
- Relative energy (zero: lowest compared OMol25 entry of this formula, charge and spin): 274.6 kJ/mol
- Max |F|: 7.104 eV/A
- LUMO level: 0.47 eV
- E: -2481.08796 Eh

Cartesian coordinates (Å):
C: -1.15 -0.71 -0.35
C: 0.45 0.51 0.72
Se: 2.17 0.42 -0.06
H: -0.41 -1.45 -0.83
H: -1.40 -0.83 0.68
H: -1.70 -0.18 -1.00
H: 0.37 0.10 1.77
H: -0.06 1.57 0.59
H: 1.72 0.56 -1.51

***

7.
Here is 3 unconnected molecules or ions with the total composition C2H6Se in a non-equilibrium geometry from OMol25. Energies are from ωB97M-V/def2-TZVPD.

- HOMO: -0.3060 hartree
- Relative energy (zero: lowest compared OMol25 entry of this formula, charge and spin): 371.7 kJ/mol
- Max |F|: 2.614 eV/A
- LUMO level: -0.34 eV
- E: -2481.05095 Eh

Cartesian coordinates (Å):
C: 0.06 1.38 0.66
C: 0.04 0.05 0.00
Se: 1.20 -1.30 0.68
H: -0.64 2.01 0.05
H: -0.30 1.29 1.76
H: 1.07 1.82 0.80
H: -1.47 -1.61 -2.03
H: -0.99 -1.40 -1.38
H: 1.02 -2.24 -0.52

***

8.
Here is a single C2H6Si2 molecule in a non-equilibrium geometry from OMol25. Energies are from ωB97M-V/def2-TZVPD.

- HOMO: -0.3717 hartree
- Relative energy (zero: lowest compared OMol25 entry of this formula, charge and spin): 45.8 kJ/mol
- Max |F|: 4.073 eV/A
- SMILES: [SiH3]C#C[SiH3]
- LUMO level: 0.63 eV
- E: -658.65763 Eh

Cartesian coordinates (Å):
Si: 1.14 -1.04 -1.74
C: -0.18 -0.22 -0.82
C: -0.84 0.24 0.08
Si: -1.31 0.89 1.64
H: 2.42 -0.72 -1.12
H: 1.10 -0.89 -3.19
H: 1.30 -2.42 -1.38
H: -1.15 0.16 2.84
H: -0.27 1.88 2.04
H: -2.22 2.12 1.65

***

Question: What is the formula in the fifth record?
Answer: C2H6S3